1.
The following is a DFT calculation (ωB97M-V/def2-TZVPD) of a 4-piece molecular cluster, C21H33F9N2O7SSi overall at a distorted geometry.

For the highest occupied orbital energy, the calculation gives -9.90 eV. The structure (SMILES) is [SiH3]CCCCCCCSc1nnco1.CCOC(=O)C(F)(F)F.CCOC(=O)C(F)(F)F.CCOC(=O)C(F)(F)F. The spin multiplicity is 1. The max |F| is 0.02065 hartree/bohr.

Element x y z (Å)
Si  3.35242  -1.93031  1.34681
C  3.38910  -0.09184  0.89438
C  2.31163  0.21796  -0.18097
C  2.06132  1.72453  -0.31772
C  0.63500  2.09478  -0.76129
C  -0.27488  2.53359  0.39807
C  -0.38289  1.55414  1.56817
C  -1.58734  0.57916  1.56894
S  -2.37356  0.18702  -0.02242
C  -1.64693  -1.31278  -0.50448
N  -2.09355  -2.51185  -0.34664
N  -1.18228  -3.35577  -0.94026
C  -0.25061  -2.60910  -1.41360
O  -0.46793  -1.30461  -1.18240
H  2.46304  -2.61406  0.37203
H  4.66363  -2.59856  1.23856
H  2.80100  -2.08692  2.70981
H  4.36744  0.24237  0.55577
H  3.08258  0.44619  1.79444
H  2.66954  -0.19787  -1.12427
H  1.40632  -0.30072  0.13028
H  2.75384  2.11344  -1.06536
H  2.27344  2.20957  0.63664
H  0.15513  1.29535  -1.32670
H  0.69920  2.94853  -1.44032
H  -1.25671  2.79661  -0.00039
H  0.15674  3.46516  0.77392
H  0.53077  0.97450  1.68958
H  -0.48409  2.14460  2.48107
H  -2.38766  1.01027  2.16748
H  -1.29403  -0.35865  2.03597
H  0.63002  -2.90114  -1.95754
C  10.43633  -2.31838  3.82028
C  10.21536  -0.83026  3.66618
O  9.05604  -0.55575  2.85108
C  7.88722  -0.61188  3.46758
O  7.68589  -0.86134  4.61744
C  6.76430  -0.25510  2.47393
F  6.93231  -0.87249  1.30162
F  6.75278  1.06522  2.24708
F  5.57811  -0.60136  2.97052
H  10.50719  -2.79600  2.84291
H  11.35851  -2.50355  4.36959
H  9.61267  -2.78279  4.36125
H  11.04692  -0.36713  3.14028
H  10.10950  -0.33591  4.63066
C  -5.48916  3.77753  -1.72941
C  -5.10390  3.65798  -0.27203
O  -4.64562  4.92083  0.25363
C  -5.58846  5.77070  0.63070
O  -6.76959  5.60505  0.58351
C  -4.93463  7.04311  1.20624
F  -3.92348  7.46070  0.43821
F  -4.45179  6.78796  2.43035
F  -5.82459  8.02314  1.30095
H  -4.66020  4.18341  -2.30978
H  -5.75243  2.79856  -2.12803
H  -6.34210  4.44351  -1.85474
H  -4.26316  2.97728  -0.15113
H  -5.92779  3.28205  0.33292
C  -3.42495  -4.18038  -3.19354
C  -4.78249  -3.58277  -2.90837
O  -5.66007  -3.68169  -4.05446
C  -6.27176  -4.84118  -4.22150
O  -6.18478  -5.81324  -3.53316
C  -7.19293  -4.76402  -5.45597
F  -6.57881  -4.17600  -6.48818
F  -8.28829  -4.04967  -5.16107
F  -7.57433  -5.97939  -5.83228
H  -2.98374  -3.72114  -4.08064
H  -2.76481  -4.01381  -2.34149
H  -3.49702  -5.25239  -3.37653
H  -4.70144  -2.51643  -2.70864
H  -5.25370  -4.05015  -2.04540

Atom charges from the Mulliken analysis, given in e for atoms 1 to 6: 0.574 -0.899 -0.032 -1.104 -0.357 -0.602


2.
The following is a DFT calculation (ωB97M-V/def2-TZVPD) of C13H11AsI2MnN2OS4 as an isolated structure at a distorted geometry.

For the highest occupied orbital energy (spin up / spin down), the calculation gives -7.40 / -7.50 eV. Its expectation value of S² is 0.9928. The spin multiplicity is 2. The max |F| is 0.02401 hartree/bohr.

Element x y z (Å)
Mn  0.03902  -1.07300  -0.53658
I  5.67172  3.70879  1.06518
C  4.33272  2.24318  0.42528
C  4.81370  1.08333  -0.16596
C  3.91480  0.11622  -0.57387
I  4.58384  -1.64582  -1.45735
C  2.53959  0.27975  -0.38814
O  1.73289  -0.72288  -0.78233
C  2.06939  1.46017  0.19086
C  0.60145  1.71292  0.38519
N  -0.18670  1.05990  -0.68288
C  -1.60305  1.46261  -0.69259
C  -2.51813  0.28419  -0.54566
C  -3.84440  0.45553  -0.21553
C  -4.66265  -0.65748  -0.09902
C  -4.12868  -1.90706  -0.34801
C  -2.79417  -2.00777  -0.68133
N  -1.99043  -0.93130  -0.76463
C  2.97548  2.43716  0.58973
H  5.87376  0.92941  -0.30639
H  0.42539  2.79142  0.37396
H  0.25385  1.32581  1.34224
H  0.23565  1.33930  -1.56386
H  -1.83494  1.95185  -1.64110
H  -1.80043  2.18664  0.09806
H  -4.22330  1.45268  -0.03285
H  -5.69734  -0.54679  0.19834
H  -4.71478  -2.80984  -0.25838
H  -2.33443  -2.96734  -0.85279
H  2.60700  3.35515  1.03017
S  -1.88902  -4.33697  1.98452
As  -0.06305  -3.45057  1.51765
S  -0.20319  -1.18749  1.63308
S  0.18408  -3.23920  -0.71678
S  1.63440  -4.15250  2.47176

Atom charges from the natural (NBO) analysis, given in e for atoms 1 to 6: 0.815 0.165 -0.153 -0.256 -0.189 0.211


What is the max |F| in the first record? 0.02065 hartree/bohr


Which of these has the lowest max |F|? C21H33F9N2O7SSi


The lowest max |F| belongs to which entry? C21H33F9N2O7SSi